Density functional theory data (the ωB97M-V functional and the def2-TZVPD basis) for C46H39N10O4SW as an isolated structure.

```
101
Properties=species:S:1:pos:R:3:forces:R:3:mulliken_charge:R:1
C -0.362383 -0.355371 -5.879874 0.028 -0.004 -0.012 -0.84
C -0.798367 -3.806375 -2.290893 0.006 0.003 -0.109 -0.45
H -3.431392 6.678340 3.195918 -0.001 0.004 0.001 0.39
C 1.599735 -2.142565 2.233962 0.043 0.038 0.090 -0.57
C -2.165302 -0.351779 -4.311612 -0.008 0.005 -0.009 -0.68
H -2.112836 4.910710 2.066301 -0.021 -0.001 0.020 0.37
N -1.013712 0.216624 1.078225 0.292 -0.159 -0.162 0.76
C 0.051970 -0.941464 -3.529265 0.046 0.011 -0.054 -0.71
H -0.386644 5.138539 -3.912641 -0.004 -0.027 -0.013 0.34
H -1.067817 5.955545 -1.753628 0.006 0.010 0.007 0.37
H -4.477217 2.022053 4.213752 -0.003 0.021 0.000 0.49
C -1.330281 -0.739302 -3.288165 -0.054 0.015 0.104 1.16
C 1.037617 -5.466668 -1.170101 0.158 -0.120 0.156 -0.84
C 3.706130 1.079257 1.077049 -0.078 0.068 0.052 -1.16
H -5.692412 3.920551 5.229967 -0.003 0.008 0.005 0.39
C 3.428238 -1.890818 3.771367 -0.020 0.020 0.025 -1.20
C 3.129633 -2.196296 -1.831432 0.048 -0.049 -0.089 -1.13
H 1.840820 3.667732 -2.610385 0.029 -0.023 0.027 0.43
H 4.010955 -1.556699 -1.760894 0.004 -0.006 -0.014 0.64
C 0.514787 -0.765261 -4.852140 0.005 0.013 0.036 0.75
C 1.872670 -1.045545 -5.132310 0.006 0.012 -0.090 -1.20
C 0.788715 1.738273 -1.692555 0.380 -0.293 -0.256 0.37
H 4.483008 -2.010722 3.988430 -0.012 -0.002 0.001 0.41
H 0.556467 -6.877509 -2.723809 0.003 0.012 0.012 0.52
C 1.317840 -3.736243 0.583671 0.076 0.021 0.172 -0.33
N -0.122803 -3.367348 -1.229250 0.059 0.291 0.092 0.34
C 1.242477 -1.081546 4.351713 -0.040 0.050 0.054 -1.08
C -2.008534 -3.498297 0.923417 0.033 -0.126 -0.066 -0.31
C -0.389920 1.330912 1.491455 0.031 0.051 0.040 -0.17
H -4.739260 -1.179991 1.969021 -0.013 -0.025 -0.001 0.42
N 1.097948 -2.524061 0.931530 -0.040 -0.006 0.072 0.28
C 0.745941 -1.541107 3.149792 -0.133 -0.021 -0.127 -0.09
C 2.165931 -1.638147 -2.827104 -0.120 0.042 0.108 0.96
H -0.302755 -1.430520 2.915296 -0.016 0.003 0.019 0.31
H -0.747194 2.449536 -3.025173 0.003 0.017 -0.026 0.41
C -2.713928 -1.363821 1.265877 -0.074 0.156 0.094 -0.39
H 0.509711 5.656654 -1.047220 0.013 -0.015 -0.007 0.38
O 2.595978 0.483913 6.261868 -0.031 -0.011 0.004 -0.51
C -0.232693 5.259924 -1.738614 -0.007 -0.062 -0.002 -0.83
N -4.221926 -3.150595 1.705056 0.097 -0.002 -0.025 -0.49
N 0.941481 3.724426 -3.108237 -0.038 0.052 -0.070 -0.02
H -2.367210 0.153256 -6.398257 0.004 -0.003 0.012 0.49
H 2.687355 -2.323890 -0.855610 -0.036 -0.013 0.057 -0.52
O 4.104341 -1.103991 6.575702 0.022 0.051 0.056 -0.46
C 2.671804 -1.499159 -4.140581 0.045 0.000 0.011 -1.34
N 0.917506 -1.330259 -2.500272 -0.062 0.078 0.021 0.94
C 3.086168 -0.549378 5.913511 -0.010 0.025 -0.068 0.51
C -3.032810 1.007774 2.061186 -0.080 -0.057 0.016 -0.59
H 2.244535 -0.921068 -6.142427 0.005 -0.002 0.013 0.52
C -3.633284 5.632518 3.393549 -0.034 -0.123 0.033 -0.50
C 0.766850 -4.208885 -0.669799 -0.039 -0.094 0.026 0.27
N 3.242993 2.164190 1.678229 0.033 -0.026 -0.022 -0.55
C 2.934019 -2.342492 2.553369 0.054 -0.047 -0.122 -0.17
H -3.219383 -0.217747 -4.099137 0.009 0.001 -0.018 0.54
H 1.853366 -4.418647 1.240733 -0.020 -0.001 -0.052 0.80
H -1.172296 -5.356877 -3.712358 0.003 0.011 0.009 0.56
H -1.247407 -4.200561 0.634152 0.003 0.002 0.000 0.28
C -2.291509 0.026049 1.435359 -0.131 -0.024 -0.012 0.48
C -3.950328 -1.856730 1.666065 -0.078 -0.053 0.024 -0.08
C -3.193082 3.309701 3.040506 0.030 -0.083 -0.028 0.08
C -4.896017 4.100584 4.518390 0.095 0.015 -0.090 -0.51
H 3.480592 -3.167063 -2.189632 -0.007 0.009 0.022 0.58
C 1.062659 1.296987 1.302317 -0.030 0.089 0.064 -0.35
H 1.151159 5.830734 -3.365480 0.021 -0.016 -0.015 0.41
H 1.754600 -6.100217 -0.662408 -0.021 0.003 -0.024 0.63
H 1.109868 3.361174 -4.045759 0.001 -0.012 -0.015 0.37
C -2.891535 4.638853 2.769773 0.052 0.128 -0.047 -0.41
O 2.002551 1.847948 -1.628342 -0.092 -0.003 0.007 -0.80
O 0.060211 0.748842 -1.317503 -0.468 0.314 0.560 0.15
H 3.606602 -2.800459 1.835425 -0.008 0.006 0.027 0.45
N 1.535387 0.207066 0.682329 0.019 -0.199 -0.250 1.03
C -1.685234 -0.145309 -5.613469 -0.030 0.007 -0.013 -1.10
H 3.705810 -1.759784 -4.321658 -0.008 0.003 -0.004 0.63
C 2.590066 -1.232684 4.661601 0.121 -0.060 0.012 0.58
C -0.664184 3.834109 -1.320267 0.017 0.039 0.000 0.13
H -4.070733 0.832999 2.305641 0.009 0.011 0.002 0.75
H 0.600594 -0.577490 5.062838 0.000 -0.012 -0.012 0.51
C -0.016720 2.866215 -2.333217 -0.049 0.023 -0.015 -0.58
C -1.067946 2.345158 2.136954 -0.054 0.037 0.026 -0.87
S -2.034196 -1.014219 -1.696741 -0.078 0.049 -0.189 -0.73
C 0.369195 5.114182 -3.130140 -0.048 0.037 0.077 -0.63
H -0.315587 3.612959 -0.312319 -0.013 -0.009 0.016 -0.41
H 1.553020 3.137947 2.313901 0.008 -0.001 -0.002 0.56
H 0.031975 -0.237140 -6.881418 -0.008 0.001 0.009 0.50
H -1.550125 -3.147986 -2.696458 0.003 0.023 0.003 0.69
H -1.744362 3.708265 -1.326138 -0.002 0.011 -0.029 0.53
H -0.542157 3.220915 2.489070 0.010 -0.006 -0.006 1.02
N -1.745092 -2.191145 0.832551 0.178 0.012 -0.108 0.21
H 4.779793 0.977714 0.980210 -0.002 -0.007 -0.007 0.57
W -0.097406 -1.121838 -0.390689 0.132 -0.247 -0.094 3.67
C 0.364740 -5.899167 -2.302992 -0.103 0.005 -0.129 -0.85
H -3.409549 -5.035439 1.450347 -0.006 -0.001 0.003 0.46
C 1.927005 2.264097 1.795497 0.032 0.043 0.016 -0.23
C -3.230428 -3.970700 1.372401 -0.114 0.137 0.031 -0.80
C 2.854053 0.105567 0.575118 0.072 -0.003 0.004 -0.06
C -0.584323 -5.057280 -2.855815 0.082 -0.055 0.074 -1.17
N -4.614450 5.371387 4.251154 -0.015 0.030 0.015 -0.52
C -2.435079 2.221188 2.391972 0.035 0.068 0.006 0.32
H 3.251216 -0.758995 0.076521 0.013 0.014 0.013 -0.30
C -4.219899 3.036169 3.934434 -0.091 -0.033 0.087 -0.54
H 4.301632 -2.002912 6.289687 -0.014 -0.063 -0.041 0.34
```
Positions in Å, forces in eV/Å.

Max |F| (hartree/bohr): 0.0154
Energy above the lowest of the compared OMol25 structures with the same formula, charge and spin (kcal/mol): 8.6
2S+1: 1
HOMO energy (hartree): -0.5571
Charge: +3

---

Density functional theory data (the ωB97M-V functional and the def2-TZVPD basis) for C16H34F6N2O6Pd as an isolated structure at a distorted geometry.

```
65
Properties=species:S:1:pos:R:3:forces:R:3:nbo_charge:R:1
H 14.976903 10.087810 6.057783 -0.104 0.558 1.064 0.13
H 15.699093 8.468155 5.171690 0.578 0.077 -0.511 0.17
C 8.321393 5.672923 8.609821 0.510 -1.188 -2.063 -0.06
F 7.691602 6.235929 11.453031 1.161 0.818 -0.761 -0.38
C 10.018840 10.624858 9.429887 0.809 0.504 0.363 -0.09
H 10.765047 6.026873 6.843072 0.221 -0.311 -0.246 0.18
C 15.611398 7.787494 6.008628 0.452 0.115 0.842 -0.07
F 9.284116 7.228468 12.468315 1.179 0.049 1.290 -0.31
C 14.690272 9.667973 7.073729 0.184 -0.444 -1.498 0.31
H 11.611295 11.475723 11.380579 0.171 0.088 0.203 0.18
F 15.050092 10.062420 9.458362 -0.034 0.623 -0.899 -0.36
H 9.512609 9.806689 9.950665 0.491 -0.004 0.272 0.22
C 7.897677 5.767840 7.137411 -0.882 1.126 0.110 -0.63
H 11.873740 6.662303 5.634746 0.363 -0.284 0.038 0.21
H 14.646602 7.360252 5.918282 -1.068 -0.725 -0.159 0.18
H 7.143127 6.568929 6.912487 0.433 -0.508 0.799 0.21
O 8.956576 6.833787 8.935235 1.039 1.207 1.149 -0.60
H 12.903586 4.550399 8.276601 0.014 -0.870 0.445 0.18
H 12.807854 6.248671 11.393663 0.749 -0.931 0.121 0.24
C 16.664621 6.710743 6.177731 -0.625 -0.999 0.121 -0.62
C 8.759517 7.160140 11.277242 -2.327 -0.712 0.537 0.93
H 7.725539 9.745621 7.862899 -0.726 -0.655 0.536 0.21
H 7.838583 11.493135 7.831634 -0.920 1.272 0.661 0.22
H 8.687341 6.032024 6.429991 0.274 -0.598 0.247 0.20
O 10.767687 7.499278 10.129695 1.920 1.383 0.462 -0.89
C 8.264985 10.590791 7.512583 1.087 -0.214 0.628 -0.61
C 13.605595 5.570289 10.978052 -0.609 -0.284 0.813 -0.63
C 9.748090 6.744837 10.200848 -2.026 0.195 -1.176 0.33
H 9.741360 11.585144 9.872368 -0.474 -0.007 -0.175 0.19
F 14.216544 11.694741 8.225666 1.073 -0.525 0.224 -0.32
H 11.992432 4.902606 6.155545 -0.048 0.175 -0.277 0.18
H 14.754948 5.545828 9.169278 -1.312 1.030 0.308 0.20
Pd 12.081876 8.453848 8.565113 -0.315 0.215 -0.868 1.31
N 13.787853 7.505994 9.491948 1.110 0.994 1.737 -0.90
C 11.798669 5.940539 6.452473 -1.211 -0.128 0.477 -0.25
H 10.396040 9.163621 6.480508 -0.166 -0.083 0.639 0.39
O 12.673294 6.319142 7.470086 0.830 1.503 0.626 -0.56
O 11.476726 10.612947 9.525640 -0.484 -1.326 0.249 -0.56
H 9.550393 8.383210 7.759125 0.964 0.961 -0.473 0.42
H 9.056696 4.824060 8.735637 -0.803 0.346 -0.163 0.15
O 13.413149 9.289044 7.007383 -0.308 0.379 0.745 -0.88
H 10.292087 11.212868 7.374444 0.142 0.227 0.395 0.21
F 8.176530 8.336602 11.054408 -0.213 0.426 -0.403 -0.33
H 11.632804 5.518147 9.041523 0.370 0.153 0.508 0.20
H 17.684377 7.042918 6.026056 0.110 0.162 -0.159 0.21
C 15.098021 10.660785 8.209304 -0.186 -0.403 -0.115 0.94
H 11.671276 9.695987 11.436761 0.463 0.349 -0.502 0.20
H 14.580038 5.629964 11.507806 -0.801 0.166 -0.074 0.22
C 12.007681 10.594673 10.872098 -0.954 0.182 -0.456 -0.27
C 9.706784 10.511528 7.972049 0.925 -1.687 -2.073 -0.06
H 16.437941 5.833269 5.504844 0.368 0.872 0.693 0.21
H 13.276831 4.507114 10.990977 0.079 0.673 0.259 0.22
H 8.206833 10.592008 6.453405 0.148 -0.085 -1.088 0.21
O 15.611066 8.562569 7.200757 0.131 0.416 0.662 -0.58
N 10.255553 9.131705 7.499058 -1.066 0.220 0.509 -0.89
C 12.662009 5.530197 8.663650 -0.525 -0.771 -1.705 -0.07
H 13.081913 10.700604 10.716730 -0.114 -0.250 0.397 0.21
H 16.588632 6.383441 7.244861 0.071 -0.006 -0.869 0.21
H 7.392662 4.853647 6.904945 -0.049 -0.705 -0.627 0.21
H 9.876855 5.690782 10.380333 0.505 -1.219 -0.002 0.11
C 13.772094 6.000636 9.565431 1.376 0.922 -0.996 -0.07
F 16.372986 11.118082 8.063321 -1.290 -0.053 0.150 -0.32
H 7.459882 5.491319 9.214408 -0.654 -0.307 0.533 0.18
H 14.485308 7.875940 8.821878 -0.120 -0.479 0.568 0.44
H 13.898253 8.022707 10.438316 0.117 -1.623 -2.042 0.41
```
Positions in Å, forces in eV/Å.

Max |F| (hartree/bohr): 0.0550
Energy above the lowest of the compared OMol25 structures with the same formula, charge and spin (kcal/mol): 0.0
2S+1: 3
HOMO energy (spin up / spin down) (hartree): -0.2867 / -0.3216
⟨S²⟩: 2.004

---

Density functional theory data (the ωB97M-V functional and the def2-TZVPD basis) for C7H11N3 in the gas phase at a distorted geometry.

```
21
Properties=species:S:1:pos:R:3:forces:R:3:nbo_charge:R:1
H 1.529120 0.384768 -1.381238 0.834 0.993 -0.306 0.22
C 1.457695 -0.987004 0.153955 -3.800 0.852 1.493 0.05
H -0.418690 1.628715 -1.094914 -0.133 0.150 0.173 0.23
C -1.229885 0.565340 0.699599 3.362 -2.675 1.182 0.47
H -1.359173 -0.286775 -2.177512 -0.704 0.283 -0.440 0.22
H -1.361377 -2.589612 -0.432620 0.172 2.122 -0.006 0.23
H -2.638829 0.823292 2.105023 0.685 -0.726 -0.062 0.38
N -2.032704 1.209085 1.388895 -0.145 1.336 -1.273 -0.64
C -0.299156 0.732628 -0.488287 -0.972 -1.027 -1.488 -0.29
H -2.604003 -1.435184 -0.175532 -0.693 0.927 -0.261 0.22
H 2.729124 0.985358 1.163934 1.098 -0.264 0.561 0.21
N 0.451295 -1.520640 0.793435 1.764 -0.529 -0.603 -0.26
H 2.341913 -1.619520 -0.060559 -0.517 0.618 0.465 0.22
N -0.885921 -0.956228 0.941627 -1.243 -0.027 0.497 -0.36
H 1.251622 1.845638 1.391510 -1.590 0.157 1.476 0.22
C -1.543750 -1.437266 -0.323758 1.219 -2.863 1.574 -0.26
H 0.036873 -1.112521 -1.697770 -0.048 0.133 0.104 0.21
C 1.922445 1.474638 0.694700 0.295 0.350 -4.457 -0.60
H 2.246408 2.416201 0.142570 0.016 -1.265 0.575 0.21
C -0.817608 -0.563053 -1.296220 0.148 1.015 -1.617 -0.42
C 1.224606 0.442146 -0.346838 0.254 0.438 2.414 -0.26
```
Positions in Å, forces in eV/Å.

Max |F| (hartree/bohr): 0.0871
Energy above the lowest of the compared OMol25 structures with the same formula, charge and spin (kcal/mol): 71.7
2S+1: 1
HOMO energy (hartree): -0.3058

---

Q: Among the records above, which one has the highest 2S+1?
A: C16H34F6N2O6Pd